Record 1
Molecular formula: C63H67N2O6S2
Method: DFT, the ωB97M-V functional and the def2-TZVPD basis

XYZ file:
```
140
Properties=species:S:1:pos:R:3:forces:R:3:mulliken_charge:R:1
C 2.823 -3.804 3.630 0.143 -0.101 0.194 -0.315
C 2.934 -4.305 5.081 0.121 0.005 -0.343 -1.014
C 1.818 -5.261 5.492 -0.053 0.149 0.189 -0.479
C 0.432 -4.640 5.319 -0.067 0.126 0.433 -0.334
C -0.740 -5.615 5.278 0.148 -0.034 -0.274 -1.414
C -0.892 -6.366 3.957 0.093 -0.009 -0.123 -0.065
C -1.281 -5.418 2.804 0.220 0.138 0.244 -1.331
C -0.250 -5.356 1.667 -0.109 0.292 0.052 1.106
N -0.793 -5.639 0.323 0.602 -0.953 0.156 0.324
C 0.328 -5.775 -0.648 0.118 0.515 -0.119 -0.493
C 0.908 -4.413 -1.047 -0.311 -0.293 -0.136 -0.273
C 2.214 -4.072 -0.356 0.197 0.266 -0.217 1.376
C 2.831 -2.745 -0.822 0.252 -0.311 0.454 -0.813
C 4.360 -2.785 -0.690 -0.188 -0.005 -0.176 -0.894
C 5.064 -3.431 -1.897 0.051 -0.317 0.232 -0.725
C 5.563 -4.877 -1.666 -0.030 -0.003 -0.167 -0.406
C 4.730 -5.973 -2.354 -0.084 0.034 0.066 -1.002
C -1.697 -6.726 0.229 -0.284 0.242 -0.110 0.086
S -3.066 -6.534 -0.643 -0.137 0.052 -0.059 -0.250
S -1.457 -8.235 1.086 -0.058 -0.090 -0.040 -0.316
C 0.243 -8.698 0.640 -0.329 -0.172 0.022 0.967
C 0.885 -9.605 1.688 -0.148 0.004 -0.149 -0.747
C 2.392 -9.349 1.707 0.035 -0.027 0.353 -0.986
C 2.720 -7.857 1.727 0.158 -0.094 -0.220 0.440
N 4.119 -7.719 2.227 -0.317 0.263 -0.044 -0.804
H 2.329 -2.835 3.585 -0.145 -0.003 -0.129 0.441
H 3.810 -3.688 3.185 0.037 0.057 -0.032 0.316
H 2.280 -4.518 3.011 -0.021 -0.032 -0.047 -0.359
H 3.898 -4.803 5.198 0.001 -0.066 0.117 0.399
H 2.939 -3.446 5.756 0.035 0.016 0.078 0.298
H 1.949 -5.477 6.556 -0.005 -0.227 0.007 0.476
H 1.915 -6.213 4.965 -0.032 0.061 -0.221 0.190
H 0.409 -3.974 4.455 -0.020 -0.106 -0.155 0.186
H 0.259 -3.992 6.185 0.097 0.174 -0.047 0.438
H -1.648 -5.027 5.437 -0.151 -0.176 0.207 0.369
H -0.630 -6.339 6.089 -0.111 0.065 0.135 0.403
H -1.612 -7.173 4.084 -0.135 0.007 -0.083 0.474
H 0.050 -6.856 3.700 0.036 -0.074 0.053 -0.166
H -1.344 -4.425 3.255 -0.156 0.144 -0.191 0.656
H -2.273 -5.625 2.404 -0.051 -0.138 0.032 0.568
H 0.631 -5.963 1.906 -0.068 -0.164 -0.180 -1.057
H 0.107 -4.326 1.584 0.109 0.018 0.038 0.182
H 1.143 -6.364 -0.212 0.018 0.079 0.002 -0.126
H -0.030 -6.311 -1.524 -0.200 0.037 -0.030 0.686
H 1.065 -4.424 -2.129 0.117 0.106 -0.043 0.603
H 0.138 -3.667 -0.864 0.042 0.125 -0.043 -1.028
H 2.090 -4.027 0.727 0.010 -0.157 0.031 -0.550
H 2.929 -4.876 -0.544 -0.075 -0.127 0.045 -0.212
H 2.553 -2.557 -1.861 -0.039 0.218 -0.029 0.391
H 2.459 -1.935 -0.193 -0.240 0.135 -0.201 0.258
H 4.596 -3.374 0.200 0.093 0.144 0.146 0.227
H 4.744 -1.779 -0.519 0.031 0.063 -0.049 0.476
H 5.911 -2.813 -2.196 0.016 0.070 -0.013 0.338
H 4.371 -3.447 -2.740 0.032 0.137 -0.122 0.394
H 6.595 -4.944 -2.011 0.046 -0.039 -0.022 0.439
H 5.589 -5.087 -0.597 0.085 0.045 0.060 0.217
H 4.026 -5.546 -3.070 -0.008 0.026 -0.056 0.294
H 5.359 -6.673 -2.903 0.037 -0.069 0.019 0.335
H 4.149 -6.548 -1.633 -0.032 -0.047 0.021 0.103
H 0.872 -7.824 0.517 0.096 -0.084 0.258 -1.071
H 0.168 -9.211 -0.318 0.055 0.045 -0.091 0.548
H 0.441 -9.409 2.668 0.116 0.170 0.073 0.252
H 0.645 -10.645 1.451 0.070 -0.084 0.070 0.419
H 2.800 -9.856 2.604 -0.019 -0.131 -0.020 0.306
H 2.850 -9.866 0.853 0.098 0.096 -0.050 0.198
H 1.997 -7.412 2.451 0.103 0.014 0.177 -0.449
H 4.156 -7.691 3.249 0.106 -0.105 0.006 0.260
H 4.498 -6.837 1.911 0.078 0.015 0.021 0.351
C -0.556 4.460 -1.767 -0.006 -0.013 -0.035 -0.613
C -1.912 4.772 -1.765 0.018 -0.010 0.015 -0.659
C -2.847 3.800 -1.448 0.015 0.145 -0.030 -0.757
C -2.434 2.510 -1.144 -0.002 -0.047 0.025 0.148
C -1.076 2.193 -1.159 -0.020 -0.040 -0.013 0.254
C -0.140 3.172 -1.468 0.027 0.150 -0.021 -0.533
C -0.604 0.808 -0.854 0.035 -0.038 0.041 0.509
O 0.582 0.551 -0.842 0.000 0.016 0.028 -0.690
C -1.633 -0.225 -0.562 -0.049 0.040 -0.039 -0.845
C -1.228 -1.532 -0.322 -0.084 -0.004 0.096 -0.213
C -2.165 -2.512 -0.033 0.044 -0.015 0.055 0.005
C -3.515 -2.183 0.014 -0.009 0.014 0.008 -0.994
C -3.930 -0.884 -0.230 -0.012 -0.082 0.025 -0.586
C -2.994 0.100 -0.523 0.027 0.059 -0.015 0.308
C -3.463 1.483 -0.799 -0.038 -0.020 0.000 0.658
O -4.640 1.780 -0.759 -0.003 -0.003 -0.037 -0.703
H 0.174 5.223 -2.003 -0.003 0.006 0.002 0.473
H -2.237 5.775 -2.009 0.004 0.007 0.009 0.530
H -3.903 4.034 -1.436 -0.016 -0.056 0.045 0.601
H 0.911 2.916 -1.471 -0.015 -0.083 0.000 0.584
H -0.174 -1.770 -0.360 0.033 0.102 0.007 0.932
H -1.849 -3.536 0.154 -0.038 0.003 -0.088 0.594
H -4.243 -2.952 0.239 0.011 -0.020 -0.014 0.462
H -4.978 -0.620 -0.198 0.007 0.048 -0.018 0.471
C 1.487 3.619 2.015 -0.002 -0.009 0.016 -0.238
C 1.888 3.542 3.344 -0.005 0.009 -0.010 -0.749
C 2.410 4.656 3.980 -0.028 -0.076 0.004 -0.598
C 2.543 5.853 3.287 0.006 0.046 -0.017 0.312
C 2.155 5.926 1.947 0.025 0.053 0.023 0.017
C 1.620 4.809 1.320 -0.023 -0.133 -0.034 -0.453
C 2.313 7.182 1.163 -0.029 -0.007 -0.038 0.507
O 1.966 7.251 0.003 0.005 0.003 0.001 -0.671
C 2.918 8.358 1.855 0.000 -0.038 0.034 0.102
C 3.121 9.531 1.137 0.021 0.088 -0.006 -0.512
C 3.672 10.636 1.762 -0.001 -0.005 0.012 -0.493
C 4.016 10.578 3.108 -0.006 -0.007 -0.009 -0.468
C 3.818 9.412 3.827 0.033 0.084 0.001 -0.560
C 3.275 8.296 3.203 -0.016 -0.043 -0.037 0.160
C 3.094 7.043 3.993 0.001 -0.016 0.036 0.621
O 3.389 7.000 5.169 0.008 0.003 -0.005 -0.662
H 1.075 2.749 1.518 0.013 -0.007 -0.006 0.584
H 1.793 2.609 3.883 -0.006 -0.004 -0.002 0.432
H 2.721 4.610 5.014 0.007 0.051 0.006 0.476
H 1.316 4.878 0.286 0.011 0.061 -0.003 0.417
H 2.845 9.561 0.092 -0.027 -0.051 0.000 0.471
H 3.833 11.547 1.200 -0.002 0.006 0.003 0.396
H 4.442 11.446 3.596 0.003 0.004 -0.003 0.397
H 4.084 9.351 4.873 -0.010 -0.055 0.004 0.472
C -5.454 10.986 -7.551 -0.009 -0.005 0.004 -0.471
C -6.823 10.993 -7.305 0.010 -0.008 0.004 -0.464
C -7.411 9.946 -6.617 -0.012 0.083 -0.034 -0.566
C -6.634 8.882 -6.177 0.036 -0.039 0.016 0.201
C -5.263 8.868 -6.436 -0.032 -0.042 0.015 0.181
C -4.675 9.927 -7.118 -0.002 0.077 -0.046 -0.565
C -4.408 7.723 -6.005 0.040 -0.005 0.006 0.575
O -3.215 7.719 -6.222 -0.004 0.001 -0.002 -0.661
C -5.072 6.588 -5.304 -0.035 0.044 -0.013 0.249
C -4.309 5.488 -4.932 0.016 -0.067 0.041 -0.724
C -4.904 4.428 -4.270 0.009 -0.036 0.010 -0.501
C -6.261 4.463 -3.968 -0.004 0.005 -0.004 -0.619
C -7.027 5.555 -4.339 0.011 -0.069 0.038 -0.619
C -6.438 6.618 -5.014 0.020 0.041 -0.031 0.240
C -7.288 7.772 -5.424 -0.033 -0.008 0.016 0.612
O -8.470 7.811 -5.159 0.000 -0.002 -0.010 -0.664
H -4.995 11.809 -8.083 -0.003 0.003 -0.004 0.397
H -7.430 11.819 -7.652 0.003 0.008 0.003 0.396
H -8.473 9.940 -6.414 0.002 -0.044 0.034 0.471
H -3.610 9.905 -7.304 0.007 -0.053 0.017 0.475
H -3.253 5.474 -5.166 0.001 0.047 -0.016 0.528
H -4.310 3.571 -3.982 -0.004 -0.006 0.001 0.579
H -6.718 3.635 -3.441 0.011 -0.006 0.005 0.465
H -8.084 5.596 -4.114 -0.009 0.045 -0.028 0.479
```
Forces are in eV/Å.

The total charge is -1. For the total energy, the calculation gives -3798.18752 Ha.

---

Record 2
Molecular formula: C37H26BF3O9S
Method: DFT, the ωB97M-V functional and the def2-TZVPD basis

XYZ file:
```
77
Properties=species:S:1:pos:R:3:forces:R:3:mulliken_charge:R:1
C 3.918 -2.918 -3.388 -0.844 0.189 -0.740 -1.041
B 3.427 -1.500 -3.940 0.400 -0.505 0.348 0.382
O 4.105 -0.907 -5.003 -1.095 -0.007 0.020 -0.572
C 2.158 -0.842 -3.268 1.410 -0.168 -0.730 0.220
C 1.936 -1.115 -1.935 0.147 -0.499 0.676 -0.633
C 0.832 -0.610 -1.285 0.269 -0.118 0.729 -1.222
C -0.031 0.170 -1.998 -1.437 0.653 0.572 0.749
C 0.196 0.474 -3.320 -0.832 0.693 -0.966 0.776
C 1.293 -0.021 -3.969 0.319 0.124 -0.395 -0.992
C -0.810 1.342 -4.033 0.202 0.216 -0.001 -0.740
O -0.483 2.240 -4.785 -0.289 -0.662 0.246 -0.594
C -2.241 1.017 -3.684 1.774 0.488 -0.324 0.222
C -3.242 1.012 -4.621 -0.544 -0.167 -0.955 0.774
S -2.868 1.427 -6.310 0.309 0.271 -0.306 -0.292
C -4.526 0.662 -4.211 0.572 0.177 -1.026 -0.847
C -4.735 0.335 -2.909 -1.990 -0.286 0.930 0.863
C -6.123 -0.098 -2.433 1.069 -0.385 -0.368 -1.223
C -6.032 -1.596 -2.059 -0.635 -0.914 0.551 -0.641
C -5.804 -2.441 -3.261 0.221 -0.845 0.311 0.366
F -6.872 -2.743 -4.048 0.131 1.308 -0.552 -0.323
C -4.620 -2.936 -3.641 -0.572 0.394 0.040 0.330
F -4.180 -2.933 -4.883 -0.196 -1.084 -0.237 -0.233
F -3.755 -3.486 -2.810 0.727 0.925 0.100 -0.239
C -3.732 0.368 -1.960 0.102 0.117 0.474 -0.791
C -2.469 0.711 -2.352 0.404 -0.009 0.488 0.670
C -1.292 0.742 -1.407 0.023 0.279 0.564 -0.620
O -1.358 1.219 -0.287 -0.077 -0.670 -0.734 -0.587
H 4.253 -3.551 -4.218 0.331 0.147 0.142 0.314
H 4.711 -2.826 -2.643 -0.057 -0.088 -0.019 0.291
H 3.042 -3.427 -2.976 0.306 -0.065 0.373 0.390
H 3.917 -1.438 -5.786 0.637 0.041 -0.153 0.309
H 2.613 -1.742 -1.358 -0.252 0.291 -0.584 1.178
H 0.645 -0.821 -0.239 0.004 0.025 -0.031 0.485
H 1.461 0.211 -5.014 0.054 0.087 0.038 0.492
H -3.648 0.576 -7.012 -0.174 -0.013 0.649 0.147
H -5.303 0.637 -4.965 -0.194 -0.026 0.233 0.420
H -6.838 0.035 -3.245 -0.156 0.131 0.228 0.439
H -6.381 0.508 -1.564 -0.285 -0.111 -0.064 0.380
H -5.186 -1.779 -1.391 -0.030 0.176 0.001 0.379
H -6.918 -1.945 -1.517 -0.029 0.207 -0.085 0.452
H -3.955 0.122 -0.929 0.093 0.066 0.024 0.694
O -5.730 3.946 -2.119 -0.001 -0.026 0.026 -0.543
C -4.828 4.674 -1.759 -0.023 -0.057 -0.027 0.241
C -5.073 5.798 -0.822 0.017 0.066 0.043 -0.393
C -4.085 6.596 -0.429 -0.088 -0.023 0.005 -0.420
C -2.694 6.397 -0.909 0.062 0.022 0.017 0.272
O -1.795 7.124 -0.548 -0.016 0.007 0.003 -0.547
C -2.450 5.273 -1.846 -0.014 -0.070 -0.045 -0.252
C -3.439 4.475 -2.239 0.076 -0.044 -0.041 -0.092
H -6.093 5.927 -0.482 -0.012 -0.033 -0.026 0.419
H -4.243 7.422 0.254 0.045 0.009 -0.001 0.405
H -1.430 5.142 -2.186 0.007 0.026 0.016 0.483
H -3.280 3.649 -2.922 -0.039 -0.002 -0.006 0.424
O 3.934 -2.270 5.576 -0.036 -0.022 -0.060 -0.411
C 3.723 -2.311 4.382 0.001 -0.001 0.006 0.333
C 3.651 -3.605 3.659 -0.002 -0.046 -0.044 -0.495
C 3.422 -3.651 2.350 0.004 -0.060 0.043 -0.424
C 3.228 -2.411 1.561 0.003 -0.005 -0.020 0.079
O 3.016 -2.453 0.366 0.179 -0.256 0.581 -0.408
C 3.299 -1.117 2.282 0.003 0.060 0.032 -0.240
C 3.528 -1.071 3.591 -0.010 0.041 -0.034 -0.349
H 3.795 -4.498 4.254 0.007 0.025 0.033 0.420
H 3.366 -4.583 1.803 -0.008 0.022 -0.035 0.428
H 3.155 -0.224 1.686 -0.008 -0.024 -0.028 0.476
H 3.584 -0.138 4.137 0.005 -0.016 0.025 0.452
O 4.816 1.584 8.700 0.011 0.004 0.008 -0.544
C 5.217 0.468 8.953 -0.027 0.017 -0.020 0.304
C 6.112 0.216 10.110 0.048 -0.032 0.054 -0.383
C 6.554 -1.008 10.386 0.009 0.072 0.032 -0.398
C 6.171 -2.172 9.549 -0.008 -0.042 -0.014 0.333
O 6.574 -3.287 9.804 0.012 0.007 0.012 -0.542
C 5.277 -1.920 8.392 -0.010 0.025 0.002 -0.240
C 4.835 -0.696 8.117 0.014 -0.001 0.043 -0.216
H 6.379 1.078 10.709 -0.024 0.025 -0.027 0.409
H 7.207 -1.212 11.225 -0.001 -0.042 -0.011 0.407
H 5.008 -2.780 7.793 0.002 0.006 -0.006 0.449
H 4.183 -0.495 7.279 0.006 -0.013 -0.006 0.430
```
Forces are in eV/Å.

For the total energy, the calculation gives -2825.22553 Ha. For the energy relative to the best compared isomer or geometry (same formula, charge and spin), the calculation gives 0.000 eV.

---

Short version: gap between HOMO and LUMO = 2.09, 6.93 eV, in the order given.